Record 1
Computed, not measured: an isolated molecule of C2H7ClSi in a non-equilibrium geometry, with ωB97M-V/def2-TZVPD.

```
11
Properties=species:S:1:pos:R:3:forces:R:3
C -2.010 0.852 -0.179 -0.7 -0.7 -0.2
C 3.370 0.060 0.288 -1.1 0.1 1.3
Si -1.036 -0.829 -0.198 -0.1 2.5 0.4
Cl 1.452 -0.012 0.023 0.7 0.3 0.6
H -2.779 0.740 0.582 -0.3 -0.6 0.1
H -1.463 1.645 0.316 0.6 0.5 -0.8
H -2.608 1.135 -1.094 1.2 0.0 0.8
H 3.763 -0.658 -0.363 0.5 -0.9 -1.5
H 3.732 -0.266 1.292 -0.8 0.6 -0.2
H -1.818 -1.483 0.884 0.5 -0.9 -0.4
H -0.604 -1.186 -1.551 -0.5 -0.8 -0.1
```
Positions in Å, forces in eV/Å.

Summary:
- E: -22582.34586 eV
- Charge: 0
- ΔE to the lowest compared entry with this formula, charge and spin: 593.4 kJ/mol
- HOMO level (spin up / spin down): -8.74 / -6.89 eV
- Frontier orbital gap (spin up / spin down): 8.040 / 5.976 eV
- 2S+1: 1
- Lowest unoccupied orbital energy (spin up / spin down): -0.0257 / -0.0335 hartree

=====

Record 2
Computed, not measured: an isolated molecule of C4H6N2O in a non-equilibrium geometry, with ωB97M-V/def2-TZVPD.

```
13
Properties=species:S:1:pos:R:3:forces:R:3
C 2.184 -0.233 -0.120 0.3 0.0 -0.6
N 0.136 1.615 -0.449 1.9 -1.2 0.2
C 0.777 0.178 0.157 -1.4 2.7 -1.2
C -1.355 -0.706 0.185 -1.7 -0.6 -0.7
C -2.642 -0.712 0.016 -0.7 0.1 -0.2
O 0.644 1.337 0.895 0.3 -1.0 0.8
N -0.174 -0.845 0.292 1.9 0.7 2.0
H -0.849 1.771 -0.224 -0.3 -0.9 -0.4
H 2.861 0.166 0.642 -0.3 0.0 -0.1
H 2.500 0.168 -1.089 0.0 0.0 0.2
H 2.287 -1.319 -0.145 -0.2 0.1 0.0
H -3.243 0.148 0.280 0.0 -0.2 0.5
H -3.126 -1.568 -0.439 0.2 0.2 -0.4
```
Positions in Å, forces in eV/Å.

Summary:
- E: -9267.74214 eV
- Charge: 0
- ΔE to the lowest compared entry with this formula, charge and spin: 555.7 kJ/mol
- SMILES: C=C=N[C@@]1(C)NO1
- HOMO level: -8.71 eV
- Frontier orbital gap: 9.140 eV
- 2S+1: 1
- Lowest unoccupied orbital energy: 0.0156 hartree

=====

Record 3
Computed, not measured: a structure of composition C30H40BCl5F6N6NiSb in a non-equilibrium geometry, with ωB97M-V/def2-TZVPD.

```
90
Properties=species:S:1:pos:R:3:forces:R:3
Ni -0.473 -0.096 -0.307 1.2 0.1 0.6
C 1.096 4.753 1.278 0.0 0.0 0.0
C 0.386 3.859 0.318 0.0 0.0 0.0
C -0.373 4.186 -0.780 0.0 0.0 0.0
C -0.781 2.970 -1.346 0.0 -0.1 -0.1
N -0.304 1.962 -0.609 -0.4 0.0 0.0
N 0.416 2.517 0.401 0.1 -0.1 0.0
B 1.325 1.640 1.251 0.0 0.0 0.0
N 2.160 0.724 0.317 -0.1 0.0 -0.1
N 1.610 -0.027 -0.685 -0.1 -0.2 0.0
C 2.630 -0.617 -1.338 -0.1 0.1 0.0
C 3.830 -0.239 -0.731 0.0 0.0 0.0
C 3.494 0.605 0.303 0.0 0.0 0.1
C 4.393 1.297 1.270 0.0 0.0 0.0
C 2.602 -1.466 -2.599 0.0 0.0 0.0
C 3.069 -2.887 -2.257 0.0 0.0 0.0
C 3.594 -0.834 -3.592 0.0 0.0 0.0
C 1.247 -1.535 -3.293 0.0 0.0 0.0
N 0.520 0.769 2.214 0.0 0.0 0.0
N -0.355 -0.172 1.760 -0.1 0.1 0.0
C -0.828 -0.820 2.842 0.0 -0.1 0.0
C -0.247 -0.258 3.984 0.0 0.0 0.0
C 0.593 0.739 3.551 0.1 0.0 0.0
C 1.452 1.654 4.359 0.0 0.0 0.0
C -1.804 -1.980 2.965 0.0 0.0 0.0
C -2.953 -1.505 3.875 0.0 0.0 0.0
C -1.085 -3.144 3.667 0.0 0.0 -0.1
C -2.369 -2.503 1.648 0.0 0.0 0.1
C -1.545 2.849 -2.644 0.1 0.0 0.0
C -1.652 1.398 -3.097 0.0 0.0 0.0
C -2.938 3.466 -2.473 0.0 0.0 0.0
C -0.775 3.634 -3.717 0.0 0.0 0.0
H 0.859 5.789 1.045 0.0 0.0 0.0
H 2.177 4.627 1.219 0.0 0.0 0.0
H 0.793 4.557 2.306 0.0 0.0 0.0
H -0.600 5.177 -1.133 0.0 0.0 0.0
H 2.067 2.328 1.881 0.0 0.0 0.0
H 4.825 -0.528 -1.019 0.0 0.0 0.0
H 5.424 1.012 1.066 0.0 0.0 0.0
H 4.158 1.022 2.299 0.0 0.0 0.0
H 4.312 2.380 1.191 0.0 0.0 0.0
H 4.053 -2.882 -1.786 0.0 0.0 0.0
H 3.128 -3.487 -3.168 0.0 0.0 0.0
H 2.369 -3.375 -1.576 0.0 0.0 0.0
H 4.604 -0.779 -3.187 0.0 0.0 0.0
H 3.281 0.176 -3.860 0.0 0.0 0.0
H 3.627 -1.437 -4.501 0.0 0.0 0.0
H 0.600 -2.276 -2.837 0.1 0.0 -0.1
H 1.389 -1.833 -4.333 0.0 0.0 0.0
H 0.743 -0.571 -3.296 0.0 0.1 0.0
H -0.430 -0.541 5.005 0.0 0.0 0.0
H 1.279 1.460 5.416 0.0 0.0 0.0
H 1.224 2.701 4.160 0.0 0.0 0.0
H 2.511 1.502 4.150 0.0 0.0 0.0
H -2.593 -1.299 4.883 0.0 0.0 0.0
H -3.713 -2.286 3.939 0.0 0.0 0.0
H -3.424 -0.608 3.483 0.0 0.0 -0.1
H -0.689 -2.855 4.640 0.0 0.0 0.0
H -0.256 -3.520 3.063 -0.1 0.0 0.1
H -1.793 -3.962 3.818 0.0 0.0 0.0
H -2.610 -1.708 0.950 0.0 0.0 0.0
H -3.294 -3.047 1.839 0.0 0.0 0.0
H -1.676 -3.200 1.176 -0.2 0.0 0.2
H -2.446 0.880 -2.566 0.2 0.1 -0.1
H -0.704 0.882 -2.943 0.1 0.0 -0.1
H -1.879 1.352 -4.164 -0.1 0.0 0.0
H -3.477 3.010 -1.646 0.1 0.1 -0.2
H -3.522 3.322 -3.385 0.0 0.0 0.0
H -2.862 4.538 -2.281 0.0 0.0 0.0
H 0.208 3.191 -3.899 0.0 0.0 0.0
H -0.629 4.676 -3.432 0.0 0.0 0.0
H -1.339 3.616 -4.652 0.0 0.0 0.0
F -2.566 0.388 -0.044 -0.1 -0.3 0.0
Sb -4.543 0.341 -0.187 0.0 -0.1 0.1
F -4.304 0.358 -2.054 -0.1 0.0 -0.1
F -4.459 -1.535 -0.265 -0.1 -0.1 -0.1
F -6.405 0.377 -0.362 0.0 0.0 0.0
F -4.607 0.229 1.685 0.0 0.0 0.1
F -4.435 2.210 -0.094 -0.1 0.1 0.1
Cl -1.770 -1.647 -2.035 -0.1 -0.1 0.0
C -0.807 -2.705 -1.072 0.0 0.1 -0.1
C 0.014 -2.117 -0.142 -0.3 0.1 -0.2
C 0.834 -2.866 0.675 0.1 0.1 0.0
Cl 1.912 -2.175 1.814 0.1 0.1 -0.2
C 0.766 -4.262 0.562 0.0 0.0 0.0
Cl 1.739 -5.239 1.580 0.0 0.0 0.0
C -0.077 -4.865 -0.373 0.0 0.0 0.0
Cl -0.141 -6.573 -0.503 0.0 0.0 0.0
C -0.869 -4.083 -1.210 0.0 0.0 0.0
Cl -1.911 -4.777 -2.375 0.0 0.0 0.0
```
Positions in Å, forces in eV/Å.

Summary:
- ⟨S²⟩: 1.218
- E: -167880.66810 eV
- Charge: 0
- ΔE to the lowest compared entry with this formula, charge and spin: 0.0 kJ/mol
- HOMO level (spin up / spin down): -9.15 / -9.15 eV
- Frontier orbital gap (spin up / spin down): 6.046 / 8.015 eV
- 2S+1: 2
- Lowest unoccupied orbital energy (spin up / spin down): -0.1142 / -0.0419 hartree

=====

Record 4
Computed, not measured: a cluster of 8 separate species, H16O8 in total in a non-equilibrium geometry, with ωB97M-V/def2-TZVPD.

```
24
Properties=species:S:1:pos:R:3:forces:R:3
H -0.662 0.015 -1.775 -1.5 -1.3 0.8
H -0.047 0.787 -2.863 0.9 -0.5 2.5
H 0.543 1.082 1.130 0.2 -1.4 -3.2
H 0.933 2.196 1.957 -0.3 -0.2 0.7
H 3.812 -0.785 -0.105 -0.2 0.1 0.5
H 3.652 -0.163 1.381 0.5 0.0 -1.9
H 2.288 -3.747 -1.139 -0.6 0.4 -0.3
H 1.305 -3.733 -0.053 -0.5 0.0 0.7
H 0.537 3.483 0.139 -0.6 0.7 -1.4
H 0.740 3.934 -1.344 0.5 -0.2 -0.3
H 0.120 -0.723 1.188 2.1 0.4 -1.7
H 1.647 -0.579 1.240 -0.2 0.1 -0.5
H -3.418 -0.764 -1.198 0.4 -2.8 0.4
H -2.959 0.574 -1.386 -0.6 0.6 -0.1
H -3.976 -1.943 1.693 -0.2 -0.1 0.2
H -3.392 -0.648 1.263 0.8 0.8 -0.5
O 0.136 0.478 -1.895 0.6 1.9 -3.5
O 0.449 1.355 1.995 0.0 2.8 3.3
O 3.784 0.033 0.411 -0.1 0.0 1.4
O 1.420 -3.353 -0.918 1.1 -0.5 -0.4
O 0.107 3.935 -0.634 0.0 -0.5 1.6
O 0.932 -0.502 0.587 -2.1 -2.0 1.5
O -3.786 0.067 -1.342 0.2 2.3 -0.3
O -4.164 -0.999 1.671 -0.7 -0.8 0.5
```
Positions in Å, forces in eV/Å.

Summary:
- E: -16637.86774 eV
- Charge: 0
- ΔE to the lowest compared entry with this formula, charge and spin: 399.7 kJ/mol
- SMILES: O.O.O.O.O.O.O.O
- HOMO level: -11.03 eV
- Frontier orbital gap: 10.914 eV
- 2S+1: 1
- Lowest unoccupied orbital energy: -0.0042 hartree

=====

Please write out number 4 again, unchanged.
Computed, not measured: a cluster of 8 separate species, H16O8 in total in a non-equilibrium geometry, with ωB97M-V/def2-TZVPD.

```
24
Properties=species:S:1:pos:R:3:forces:R:3
H -0.662 0.015 -1.775 -1.5 -1.3 0.8
H -0.047 0.787 -2.863 0.9 -0.5 2.5
H 0.543 1.082 1.130 0.2 -1.4 -3.2
H 0.933 2.196 1.957 -0.3 -0.2 0.7
H 3.812 -0.785 -0.105 -0.2 0.1 0.5
H 3.652 -0.163 1.381 0.5 0.0 -1.9
H 2.288 -3.747 -1.139 -0.6 0.4 -0.3
H 1.305 -3.733 -0.053 -0.5 0.0 0.7
H 0.537 3.483 0.139 -0.6 0.7 -1.4
H 0.740 3.934 -1.344 0.5 -0.2 -0.3
H 0.120 -0.723 1.188 2.1 0.4 -1.7
H 1.647 -0.579 1.240 -0.2 0.1 -0.5
H -3.418 -0.764 -1.198 0.4 -2.8 0.4
H -2.959 0.574 -1.386 -0.6 0.6 -0.1
H -3.976 -1.943 1.693 -0.2 -0.1 0.2
H -3.392 -0.648 1.263 0.8 0.8 -0.5
O 0.136 0.478 -1.895 0.6 1.9 -3.5
O 0.449 1.355 1.995 0.0 2.8 3.3
O 3.784 0.033 0.411 -0.1 0.0 1.4
O 1.420 -3.353 -0.918 1.1 -0.5 -0.4
O 0.107 3.935 -0.634 0.0 -0.5 1.6
O 0.932 -0.502 0.587 -2.1 -2.0 1.5
O -3.786 0.067 -1.342 0.2 2.3 -0.3
O -4.164 -0.999 1.671 -0.7 -0.8 0.5
```
Positions in Å, forces in eV/Å.

Summary:
- E: -16637.86774 eV
- Charge: 0
- ΔE to the lowest compared entry with this formula, charge and spin: 399.7 kJ/mol
- SMILES: O.O.O.O.O.O.O.O
- HOMO level: -11.03 eV
- Frontier orbital gap: 10.914 eV
- 2S+1: 1
- Lowest unoccupied orbital energy: -0.0042 hartree

=====

- What is the ΔE to the lowest compared entry with this formula, charge and spin in the second record?
  555.7 kJ/mol

=====

- Which formula does entry 1 have?
  C2H7ClSi